(1)
17
Properties=species:S:1:pos:R:3:nbo_charge:R:1 method="wB97M-V/def2-TZVPD" homo_ev=-9.473 lumo_energy_ev=0.3
O 1.547 -0.771 1.285 -0.707
C 1.348 -0.417 -0.029 -0.017
C 0.079 -1.045 -0.466 -0.065
C -1.136 -0.559 0.286 -0.476
C -1.470 0.909 -0.041 -0.440
C -0.194 1.660 -0.298 -0.167
C 1.007 1.071 -0.357 -0.190
H 1.020 -1.928 1.118 0.357
H 2.189 -0.703 -0.688 0.164
H 0.389 -2.406 0.373 0.006
H -0.041 -1.127 -1.559 0.213
H -0.877 -0.641 1.345 0.234
H -1.977 -1.215 0.058 0.221
H -2.109 0.976 -0.935 0.214
H -2.050 1.359 0.778 0.227
H -0.268 2.735 -0.477 0.213
H 1.870 1.638 -0.683 0.212

=====

(2)
17
Properties=species:S:1:pos:R:3:nbo_charge:R:1 method="wB97M-V/def2-TZVPD" homo_ev=-7.891 lumo_energy_ev=0.9
O -1.116 -0.207 -2.209 -0.681
C 0.141 -0.301 -1.695 0.159
C 0.780 0.766 -1.123 -0.498
C -0.209 1.375 0.809 -0.384
C -0.228 0.419 1.796 -0.444
C 0.074 -1.591 1.202 -0.245
C 0.109 -1.929 0.014 -0.286
H -1.550 0.551 -1.792 0.474
H 0.668 -1.152 -2.098 0.198
H 0.482 1.773 -1.390 0.212
H 1.811 0.629 -0.811 0.225
H -1.143 1.639 0.316 0.183
H 0.549 2.150 0.810 0.206
H 0.583 0.409 2.519 0.207
H -1.185 0.056 2.157 0.214
H 0.057 -1.896 2.232 0.230
H 0.177 -2.690 -0.735 0.231

=====

(1) has the most favorable energy; the next structure is 2.191 eV above.

=====

(1)
18
Properties=species:S:1:pos:R:3:nbo_charge:R:1 method="wB97M-V/def2-TZVPD" homo_ev=-8.771 lumo_energy_ev=0.6
C -1.980 1.463 0.363 -0.695
C -0.541 1.046 0.577 0.758
O -0.765 -0.839 0.875 -1.015
O 0.167 1.532 1.439 -0.673
H -0.594 -0.946 1.819 0.455
H -2.452 1.531 1.342 0.243
H -1.998 2.455 -0.100 0.219
H -2.535 0.752 -0.246 0.216
C 1.963 -0.581 0.297 -0.693
C 0.781 -0.516 -0.614 0.690
N 0.108 0.642 -0.771 -0.667
N 0.671 -1.475 -1.544 -0.761
H -0.196 -1.565 -2.052 0.401
H -0.589 0.595 -1.505 0.371
H 1.177 -2.334 -1.401 0.404
H 1.826 0.107 1.125 0.290
H 2.107 -1.596 0.666 0.223
H 2.846 -0.272 -0.271 0.236

=====

(2)
18
Properties=species:S:1:pos:R:3:nbo_charge:R:1 method="wB97M-V/def2-TZVPD" homo_ev=-8.039 lumo_energy_ev=0.8
C 1.359 0.024 0.126 0.602
C -2.546 -0.211 0.519 -0.636
C -0.128 -0.157 -0.201 0.119
N 1.988 0.717 -0.975 -0.865
N -0.319 -0.585 -1.501 -0.825
C -1.076 -0.016 0.729 -0.298
O 2.004 -1.203 0.220 -0.700
O 1.552 0.680 1.365 -0.727
H 0.995 1.464 1.410 0.474
H 1.662 -1.664 0.995 0.487
H 1.843 1.717 -0.898 0.367
H 2.984 0.528 -0.955 0.383
H 0.471 -0.380 -2.096 0.408
H -1.219 -0.385 -1.908 0.376
H -0.789 0.251 1.735 0.206
H -3.076 0.739 0.614 0.213
H -2.762 -0.635 -0.457 0.200
H -2.942 -0.885 1.278 0.218

=====

(2) has the most favorable energy; the next structure is 1.076 eV above.

=====

(1)
18
Properties=species:S:1:pos:R:3:nbo_charge:R:1 method="wB97M-V/def2-TZVPD" homo_ev=-9.094 lumo_energy_ev=0.6
O -1.002 0.897 -0.739 -0.750
C -1.198 -0.226 -1.280 0.812
O -0.561 -1.297 -0.956 -0.795
C -2.184 -0.334 -2.475 -0.718
H -1.779 -0.888 -3.279 0.221
H -3.148 -0.841 -2.196 0.223
H -2.370 0.667 -2.806 0.218
C 1.470 2.007 1.611 -0.407
N 0.933 0.745 1.079 -0.544
C 1.439 -0.380 1.542 0.370
N 1.057 -1.567 1.143 -0.764
H 2.198 1.787 2.408 0.193
H 0.651 2.601 2.062 0.211
H 1.881 2.625 0.809 0.214
H 0.154 0.763 0.352 0.466
H 2.167 -0.227 2.293 0.174
H 0.304 -1.559 0.323 0.473
H 1.362 -2.380 1.650 0.402

=====

(2)
18
Properties=species:S:1:pos:R:3:nbo_charge:R:1 method="wB97M-V/def2-TZVPD" homo_ev=-8.712 lumo_energy_ev=0.6
O -1.894 2.483 0.341 -0.585
C -1.027 1.855 -0.216 0.764
O -0.293 2.180 -1.274 -0.676
C -0.629 0.590 0.515 -0.141
C 0.465 -0.121 -0.324 -0.456
C 0.330 -1.586 0.056 -0.199
N 1.114 -2.323 -0.981 -0.868
N -0.146 0.943 1.865 -0.836
H -1.683 0.070 0.751 0.232
H 1.471 0.356 -0.147 0.213
H 0.554 -0.047 -1.365 0.223
H -0.750 -2.099 0.136 0.174
H 0.756 -1.783 0.999 0.183
H 0.620 -3.139 -1.290 0.357
H 1.496 -1.876 -1.768 0.359
H 0.839 1.210 1.851 0.372
H -0.717 3.058 -1.642 0.505
H -0.506 0.229 2.494 0.379

=====

(3)
18
Properties=species:S:1:pos:R:3:nbo_charge:R:1 method="wB97M-V/def2-TZVPD" homo_ev=-9.045 lumo_energy_ev=0.8
C -0.073 -0.418 -0.259 -0.231
N 1.017 0.406 -0.757 -0.656
C 1.414 0.198 -2.122 0.101
O 2.537 -0.725 -2.088 -0.755
C -1.127 0.492 0.494 -0.244
N -1.030 0.367 1.936 -0.621
C -1.921 -0.308 2.722 0.529
O -3.005 -0.686 2.353 -0.607
H -0.639 -0.999 -0.986 0.207
H 0.314 -1.111 0.497 0.188
H 1.808 0.500 -0.149 0.381
H 0.632 -0.262 -2.721 0.164
H 1.739 1.132 -2.594 0.153
H 3.146 -0.569 -2.804 0.467
H -2.133 0.188 0.196 0.225
H -0.961 1.526 0.190 0.207
H -0.176 0.710 2.346 0.386
H -1.539 -0.442 3.746 0.107

=====

(4)
18
Properties=species:S:1:pos:R:3:nbo_charge:R:1 method="wB97M-V/def2-TZVPD" homo_ev=-9.589 lumo_energy_ev=0.7
C -0.576 -2.077 0.091 -0.720
C 0.368 -2.387 1.221 0.667
O 0.091 -3.181 2.099 -0.622
N 1.589 -1.791 1.133 -0.829
H 2.278 -2.066 1.810 0.405
H 1.744 -1.072 0.442 0.412
H -0.975 -2.941 -0.431 0.245
H -0.102 -1.483 -0.686 0.213
H -1.422 -1.550 0.532 0.231
C -1.083 1.238 -0.549 -0.722
C 0.225 1.948 -0.806 0.678
O 1.256 1.321 -0.987 -0.640
N 0.209 3.304 -0.846 -0.818
H -1.697 1.831 0.121 0.216
H -0.756 0.316 -0.088 0.246
H 1.086 3.794 -0.880 0.405
H -0.626 3.843 -0.714 0.393
H -1.610 0.954 -1.461 0.241

=====

(4) has the most favorable energy; the next structure is 0.596 eV above.